{"formula": "C17H18BrN3O3S2", "method": "ωB97M-V with the def2-TZVPD basis set", "homo_lumo_gap_ev": 8.15, "mol_weight_g_mol": 456.39, "total_charge": 0, "energy_ev": -120246.8805, "smiles": "CC(C)c1ccc(OCC(=O)NNC(=S)NC(=O)c2cccs2)c(Br)c1", "species": ["H", "O", "Br", "C", "H", "C", "C", "C", "C", "C", "C", "H", "O", "H", "O", "C", "H", "H", "H", "C", "H", "H", "C", "H", "H", "H", "H", "H", "C", "C", "H", "S", "N", "C", "N", "C", "H", "C", "H", "C", "H", "S", "C", "N"], "coordinates": [[-0.94, -4.58, 0.03], [0.56, 1.91, -2.29], [-0.20, -0.79, -3.03], [-4.56, 0.65, 1.33], [4.02, -1.85, -0.17], [-0.76, 2.18, -0.22], [-3.30, -0.22, 1.30], [2.13, -1.07, 0.06], [-0.88, 0.21, -1.57], [-2.73, -0.40, 2.71], [1.06, -4.73, -0.75], [-2.23, -1.31, -0.96], [2.90, 3.88, -0.46], [0.60, 3.93, -1.77], [1.45, -0.12, 0.37], [1.26, 3.11, -2.07], [-3.46, -0.91, 3.34], [4.39, 2.15, 0.20], [-0.39, -2.10, 0.68], [0.30, -2.77, 0.19], [-4.96, 0.77, 0.32], [-5.32, 0.18, 1.95], [-1.71, 1.62, 0.62], [1.11, -5.73, -1.12], [-3.58, -1.20, 0.91], [-2.00, 2.19, 1.49], [-1.82, -0.99, 2.68], [-2.50, 0.56, 3.16], [-0.34, 1.48, -1.35], [-2.27, 0.38, 0.38], [1.69, 3.37, -3.05], [5.73, -0.12, 0.94], [2.85, 1.69, -1.00], [4.29, 0.12, 0.18], [3.50, -0.98, -0.16], [1.57, -2.40, -0.15], [2.35, 0.94, -1.46], [-1.83, -0.33, -0.74], [-4.34, 1.63, 1.73], [2.40, 2.96, -1.07], [-0.34, 3.14, 0.01], [2.42, -3.71, -0.91], [0.01, -4.10, -0.15], [3.88, 1.35, -0.15]]}